Here is a molecular structure, C25H49CaNO2SSi2 in a non-equilibrium geometry from the OMol25 dataset. Energies are from the ωB97M-V functional and the def2-TZVPD basis.

```
81
Properties=species:S:1:pos:R:3:mulliken_charge:R:1
Ca 0.084 -1.347 -1.511 1.117
S -0.491 1.528 2.405 -0.333
Si 0.907 -0.446 -4.252 0.502
Si -2.862 -2.849 -1.049 0.384
O 2.816 2.319 -3.650 1.119
O 0.848 3.431 -2.771 -0.488
N 1.881 -0.878 0.139 0.006
C -0.785 0.369 0.123 0.271
C 2.825 4.372 -4.872 -1.263
C 0.154 0.534 1.098 0.353
C 3.816 -0.038 1.959 -0.451
C 1.527 0.012 1.108 0.278
C 4.160 -0.929 0.938 -0.834
C 2.445 -0.410 -5.332 -1.072
C -2.026 1.632 1.652 -0.682
C 0.822 0.210 -2.597 0.599
C 2.518 2.926 -4.939 -0.114
C -2.249 -1.722 -2.372 -1.143
C -1.530 -3.170 0.276 -1.128
C 2.510 0.432 2.037 -0.987
C -4.331 -2.127 -0.130 -1.086
C 4.372 1.682 -1.891 -1.060
C 2.196 4.986 -1.445 -1.629
C 0.756 -2.294 -3.897 -1.891
C 1.416 3.719 -1.445 0.614
C -1.473 3.841 -1.921 -1.307
C -0.559 0.149 -5.235 -1.072
C -3.393 -4.495 -1.791 -1.184
C 3.150 -1.318 0.033 -0.497
C -2.036 0.971 0.407 -1.081
C 4.185 1.972 -3.331 -0.393
C -0.449 4.080 -3.010 -0.474
H 3.347 -2.014 -0.778 0.440
H -2.688 -0.707 -2.357 0.204
H -0.217 -2.639 -3.567 0.543
H 4.557 0.281 2.699 0.399
H -2.360 -2.089 -3.401 0.484
H 1.475 2.702 -5.158 0.004
H -1.504 -0.131 -4.757 0.260
H 5.164 -1.319 0.826 0.449
H 3.014 4.937 -2.150 0.258
H 1.985 2.313 -3.076 -0.191
H -2.579 -5.231 -1.804 0.302
H -5.084 -1.757 -0.842 0.287
H 1.563 5.816 -1.743 0.364
H 0.038 0.903 -2.200 -0.426
H 2.150 4.870 -4.183 0.148
H 1.518 -2.691 -3.210 0.452
H -0.785 3.693 -3.954 0.474
H -2.493 4.046 -2.297 0.430
H -0.676 -3.757 -0.098 0.299
H 2.576 5.151 -0.449 0.469
H 3.164 2.397 -5.619 0.463
H 2.689 4.798 -5.859 0.464
H 4.459 1.132 -3.972 0.375
H 2.178 1.125 2.801 0.403
H -4.819 -2.887 0.497 0.353
H 3.800 0.812 -1.580 -0.081
H 2.435 0.422 -6.043 0.236
H 4.192 2.550 -1.257 0.324
H -0.264 5.154 -3.135 0.339
H 4.745 2.848 -3.627 0.327
H 3.864 4.577 -4.613 0.403
H 0.918 -2.798 -4.845 0.513
H 2.048 2.846 -1.229 -0.481
H -0.533 1.236 -5.336 0.267
H -0.535 -0.291 -6.239 0.411
H -2.855 2.150 2.133 0.435
H 5.420 1.433 -1.731 0.559
H -4.227 -4.939 -1.235 0.289
H -4.044 -1.294 0.525 0.284
H -1.988 -3.771 1.077 0.402
H 1.673 0.207 -1.875 -0.182
H -1.455 2.824 -1.548 0.202
H 0.623 3.677 -0.683 0.648
H -3.729 -4.344 -2.825 0.323
H -1.343 4.542 -1.090 0.345
H 3.366 -0.386 -4.738 0.171
H -2.907 0.924 -0.243 0.669
H 2.470 -1.337 -5.927 0.524
H -1.148 -2.256 0.765 0.289
```

Values from the calculation:
F_max   0.112 Eh/bohr
Kohn-Sham gap   5.56 eV
Relative energy (zero: lowest compared OMol25 entry of this formula, charge and spin)   1.205 eV
Net charge   0

=====

Here is 2 unconnected molecules or ions with the total composition C5H5IN4 in a non-equilibrium geometry from the OMol25 dataset. Energies are from the ωB97M-V functional and the def2-TZVPD basis.

```
15
Properties=species:S:1:pos:R:3:mulliken_spin:R:1
I -3.929 -0.102 0.588 0.212
N 0.440 -0.217 -0.391 0.020
N -0.757 0.121 -0.901 -0.041
N 2.243 0.440 0.729 0.016
N -0.899 1.373 -0.508 -0.012
C 1.003 0.776 0.302 0.006
C 2.406 -0.771 0.236 0.001
C -2.138 -1.208 0.750 1.634
C 0.141 1.837 0.288 0.078
C 1.307 -1.227 -0.569 0.021
H -1.725 1.868 -0.770 -0.001
H 3.354 -1.347 0.290 0.001
H -2.599 -2.128 0.207 0.068
H 1.224 -2.144 -1.138 -0.002
H -0.070 2.730 0.886 0.000
```

Values from the calculation:
⟨S²⟩   2.0253
F_max   0.074 Eh/bohr
Kohn-Sham gap (alpha / beta)   7.92 / 5.67 eV
2S+1   3
Relative energy (zero: lowest compared OMol25 entry of this formula, charge and spin)   2.074 eV
Net charge   0

=====

Here is a molecular structure, C26H18F5N4O3RbS from the OMol25 dataset. Energies are from the ωB97M-V functional and the def2-TZVPD basis.

```
58
Properties=species:S:1:pos:R:3:mulliken_charge:R:1
Rb -0.712 -1.385 -0.118 0.835
S 0.888 0.553 4.694 -0.471
F 2.214 -1.226 6.772 -0.355
F 2.348 -3.879 6.820 -0.330
F -0.223 -1.474 2.693 -0.126
F 1.224 -5.379 4.834 -0.342
F -0.054 -4.104 2.774 -0.312
O -0.860 3.441 -0.533 -0.528
O -3.154 -1.243 -1.247 -0.763
O 1.314 -2.302 -1.585 -0.807
N -2.632 1.078 0.713 0.097
N 2.095 -0.112 0.357 0.250
N 0.894 -0.219 -2.549 -0.432
N -1.922 0.464 -2.259 -0.342
C -4.561 1.561 -0.625 -0.637
C 0.324 -1.371 -4.602 -0.275
C 0.440 -2.001 3.739 0.134
C -3.148 1.846 1.673 -0.329
C 1.151 -4.032 4.796 0.504
C 2.966 0.360 1.248 -0.243
C -4.363 2.499 1.560 -0.592
C 1.638 -1.887 5.752 0.320
C 3.868 -0.275 -1.237 -0.458
C 0.507 -3.382 3.760 -0.034
C 2.540 -0.441 -0.859 0.672
C 4.766 0.223 -0.310 -0.376
C -0.079 -0.672 -3.459 0.261
C -3.338 0.927 -0.408 0.616
C -2.332 -0.732 -4.324 -0.238
C 0.996 -1.176 4.726 -0.182
C -2.782 -0.048 -1.422 -0.421
C -1.443 -0.341 -3.317 0.489
C 1.438 2.986 -1.210 -0.337
C 0.493 3.405 -0.101 -0.192
C -1.916 -1.426 -5.447 -0.614
C -0.571 -1.749 -5.588 -0.578
C 1.511 -1.070 -1.778 -0.681
C -5.078 2.359 0.377 -0.386
C 1.718 -3.265 5.797 0.210
C 4.312 0.541 0.963 -0.691
H -5.074 1.414 -1.565 0.440
H 2.473 2.976 -0.851 0.271
H -2.636 -1.712 -6.206 0.335
H -4.726 3.111 2.374 0.364
H -6.025 2.871 0.241 0.379
H -1.113 2.545 -0.802 0.245
H 0.606 2.742 0.766 0.153
H 1.200 1.981 -1.563 -0.196
H -2.540 1.948 2.566 0.474
H 1.361 3.675 -2.055 0.308
H -3.376 -0.471 -4.193 0.354
H 5.808 0.362 -0.574 0.378
H 4.977 0.924 1.726 0.405
H 2.553 0.603 2.224 0.274
H -0.224 -2.292 -6.461 0.336
H 0.715 4.422 0.234 0.330
H 4.171 -0.537 -2.243 0.466
H 1.376 -1.614 -4.689 0.365
```

Values from the calculation:
F_max   0.017 Eh/bohr
Kohn-Sham gap   6.19 eV
Relative energy (zero: lowest compared OMol25 entry of this formula, charge and spin)   0.692 eV
Net charge   -2

=====

Here is a molecular structure, C2H3NO3 in a non-equilibrium geometry from the OMol25 dataset. Energies are from the ωB97M-V functional and the def2-TZVPD basis.

```
9
Properties=species:S:1:pos:R:3:mulliken_charge:R:1
O -0.149 1.737 -0.557 -0.390
O 1.263 -0.781 -1.496 -0.378
O -1.717 -0.373 1.564 -0.424
N 0.119 -0.836 -0.725 -0.337
C -0.287 0.797 0.106 0.696
C -0.771 0.342 1.347 0.039
H 0.403 -1.691 -0.237 0.245
H 1.104 0.009 -2.111 0.334
H 0.035 0.797 2.109 0.214
```

Values from the calculation:
F_max   0.100 Eh/bohr
Kohn-Sham gap (alpha / beta)   8.07 / 8.08 eV
Relative energy (zero: lowest compared OMol25 entry of this formula, charge and spin)   5.600 eV
Net charge   0

=====

Here is a molecular structure, C22H27F3N7O2Sn from the OMol25 dataset. Energies are from the ωB97M-V functional and the def2-TZVPD basis.

```
62
Properties=species:S:1:pos:R:3:mulliken_charge:R:1
Sn 0.464 0.204 -0.758 1.025
F -6.861 1.256 1.468 -0.252
F -6.928 1.757 -0.639 -0.266
F -7.216 -0.292 -0.002 -0.238
O -0.561 0.282 2.705 -0.827
O 1.221 3.124 -0.327 -0.788
N -0.521 -2.242 -1.293 -0.009
N 0.054 4.015 1.400 0.121
N 2.799 0.658 -0.173 -0.016
N 2.123 -1.509 -1.730 0.478
N 0.997 -1.261 0.976 0.213
N 0.214 1.680 1.092 0.480
N -2.317 0.064 -0.001 0.139
C 4.295 -1.778 -2.659 -1.068
C -0.895 2.585 3.030 -1.281
C -4.394 -0.098 1.172 -1.193
C -0.647 3.815 2.552 0.110
C -5.037 0.578 0.147 0.279
C 0.230 -2.953 -2.321 -1.382
C 0.370 5.357 0.921 -0.937
C 0.657 -2.684 0.809 -0.948
C 3.862 -2.891 -3.358 -0.437
C 2.407 -1.147 1.412 -0.881
C 2.947 0.257 1.234 -1.032
C 3.388 -1.114 -1.847 0.691
C -6.524 0.833 0.241 0.728
C 2.544 -3.298 -3.234 -1.071
C 3.826 0.103 -1.057 -1.423
C -2.952 0.708 -0.976 -0.329
C -4.308 0.993 -0.952 -0.861
C -0.610 -2.897 0.008 -0.778
C -3.035 -0.328 1.057 -0.165
C 1.695 -2.570 -2.416 0.684
C -0.418 1.442 2.284 0.543
C 0.532 2.937 0.679 0.065
H 4.152 0.874 -1.758 0.519
H 2.506 -1.460 2.455 0.556
H 1.424 5.585 1.078 0.300
H 3.994 0.291 1.550 0.546
H 5.317 -1.432 -2.733 0.500
H -4.774 1.528 -1.767 0.490
H 1.494 -3.172 0.307 0.483
H 0.552 -3.160 1.788 0.551
H -4.932 -0.425 2.050 0.456
H -0.979 4.713 3.055 0.360
H 0.160 -4.040 -2.190 0.398
H -0.242 6.067 1.469 0.329
H -2.342 1.022 -1.818 0.486
H 0.402 -0.828 1.710 0.311
H 2.750 1.671 -0.265 0.352
H 2.176 -4.164 -3.767 0.499
H 2.391 0.958 1.850 0.278
H -1.469 -2.482 0.535 0.128
H 4.712 -0.173 -0.475 0.400
H -0.781 -3.977 -0.086 0.488
H -2.495 -0.810 1.860 0.608
H 2.991 -1.844 0.808 0.536
H -1.448 -2.015 -1.628 0.312
H -0.227 -2.734 -3.288 0.476
H 4.546 -3.436 -3.994 0.444
H -1.431 2.434 3.953 0.510
H 0.155 5.427 -0.142 0.310
```

Values from the calculation:
F_max   0.005 Eh/bohr
Kohn-Sham gap   8.81 eV
Relative energy (zero: lowest compared OMol25 entry of this formula, charge and spin)   0.100 eV
Net charge   +1

=====

Here is 3 unconnected molecules or ions with the total composition C5H15NO3 in a non-equilibrium geometry from the OMol25 dataset. Energies are from the ωB97M-V functional and the def2-TZVPD basis.

```
24
Properties=species:S:1:pos:R:3:mulliken_charge:R:1
O -0.489 -0.019 -2.700 -0.559
O -2.895 -0.871 1.884 -0.576
O 0.401 0.460 3.405 -0.610
N -0.721 2.063 0.732 -0.501
C 0.883 0.369 0.149 -0.790
C 1.258 -0.999 -0.421 -0.486
C 0.597 -0.963 -2.777 -0.523
C -0.421 0.677 0.433 -0.378
C 1.743 -0.774 -1.823 -0.768
H 0.451 -1.811 -0.278 0.249
H 1.786 0.983 0.218 0.352
H -1.489 2.253 1.364 0.209
H 2.605 -1.464 -1.996 0.365
H -0.330 0.562 -1.872 0.390
H 1.379 0.249 3.518 0.317
H 0.186 -1.876 -2.566 0.363
H 2.105 -1.643 0.075 0.304
H -2.288 -1.377 2.143 0.274
H 0.974 -0.981 -3.787 0.330
H -2.310 -0.100 1.512 0.384
H 2.226 0.176 -1.962 0.358
H -1.341 0.124 0.306 0.791
H 0.048 2.704 0.905 0.237
H 0.551 1.346 3.225 0.270
```

Values from the calculation:
SMILES   N/C=C/CCCO.O.O
F_max   0.227 Eh/bohr
Kohn-Sham gap   8.89 eV
Relative energy (zero: lowest compared OMol25 entry of this formula, charge and spin)   4.046 eV
Net charge   0